Entry a
C5H11N2O | wB97M-V/def2-TZVPD

Summary:
- LUMO (eV) = -3.8
- SMILES = N/C=[NH+]\CCCC=O
- charge = +1
- Kohn-Sham gap (eV) = 8.984

Last column: Löwdin charge in e.
CARTESIAN COORDINATES (ANGSTROEM)
O 3.36940 1.33695 0.66914  0.074
C 2.50503 1.34328 1.50909  -0.258
C 1.02564 1.46466 1.24449  -0.143
C 0.58537 0.64809 -0.00139  -0.187
C -0.89759 0.47216 -0.16947  -0.143
N -1.22092 -1.94186 -2.03542  0.209
C -1.60051 -1.91025 -0.78436  -0.119
N -1.42152 -0.88298 0.02254  0.058
H 2.78926 1.06970 2.53226  0.124
H 0.44141 1.21068 2.12333  0.111
H 0.85233 2.52739 1.01400  0.137
H 1.04374 1.09416 -0.88008  0.118
H 1.11136 -0.32934 -0.02924  0.129
H -1.16993 0.67841 -1.21859  0.137
H -1.36675 1.06874 0.61332  0.136
H -0.61619 -1.38516 -2.61258  0.143
H -1.71727 -2.60685 -2.61809  0.142
H -2.25837 -2.65632 -0.36067  0.169
H -1.45448 -1.20145 0.98173  0.164



Entry b
C5H11N2O | wB97M-V/def2-TZVPD

Summary:
- LUMO (eV) = -4.2
- charge = +1
- Kohn-Sham gap (eV) = 9.674

Last column: Löwdin charge in e.
CARTESIAN COORDINATES (ANGSTROEM)
C -3.09055 -0.50683 0.13232  -0.371
C 1.00423 -0.88471 -0.99457  -0.036
C 1.75002 -1.55874 0.11824  -0.034
C 1.27616 -0.17843 0.31132  -0.180
C 0.77975 2.30333 0.47847  0.045
N -1.84306 -0.35336 0.24783  0.094
N 1.40273 0.97494 0.82373  0.084
O -3.75377 -0.57740 -0.98718  0.064
H -3.80866 -0.52352 1.05276  0.171
H 1.51283 -0.78579 -1.95798  0.132
H -0.06886 -1.13312 -1.03870  0.087
H 1.36731 -2.32713 0.79893  0.133
H 2.88146 -1.50831 0.05389  0.156
H 1.42939 3.08616 0.87616  0.109
H 0.72011 2.28596 -0.59371  0.101
H -0.14698 2.33991 0.93476  0.068
H -1.56459 -0.30695 1.16831  0.012
H -3.28210 -0.72176 -1.85736  0.158
H 2.00045 0.98509 1.70670  0.207



In order of decreasing stability: entry a, entry b.



Entry a
C5H11N2O | wB97M-V/def2-TZVPD

Summary:
- LUMO (eV) = -3.1
- charge = +1
- Kohn-Sham gap (eV) = 10.697

Last column: Löwdin charge in e.
CARTESIAN COORDINATES (ANGSTROEM)
C -0.29584 2.06607 0.30770  -0.060
C 0.28556 1.92680 -1.08543  -0.093
C -0.29356 0.61291 0.74918  -0.236
C -0.95268 0.08845 2.03485  0.006
C 0.85599 -1.94972 -0.44689  0.003
N 0.59451 -2.80665 -1.47461  0.104
N 0.25726 -0.10046 -0.13036  0.012
O 0.55037 0.49798 -1.30872  -0.058
H 0.30476 2.71730 0.85530  0.113
H -1.31158 2.35467 0.24906  0.121
H -0.53838 2.12291 -1.76499  0.130
H 1.13916 2.59385 -1.15148  0.132
H -0.21907 -0.34557 2.85750  0.134
H -1.60966 -0.75385 1.69581  0.093
H -1.53435 0.90009 2.50738  0.088
H 1.06179 -2.66406 -2.39841  0.143
H 0.17619 -2.26488 0.31155  0.098
H 1.86388 -1.68785 -0.27712  0.115
H -0.33433 -3.30798 -1.53034  0.154



Entry b
C5H11N2O | wB97M-V/def2-TZVPD

Summary:
- LUMO (eV) = -4.5
- charge = +1
- Kohn-Sham gap (eV) = 7.928

Last column: Löwdin charge in e.
CARTESIAN COORDINATES (ANGSTROEM)
C -0.80085 -1.21397 0.21338  -0.080
C 2.07641 -0.21757 0.04639  -0.257
C -0.90613 1.30954 0.64078  -0.043
C -2.67985 -0.25221 -0.54952  0.021
C -1.49382 -0.08319 0.50884  -0.336
N 2.73593 0.93440 0.06465  0.087
N 2.67321 -1.23313 -0.54755  0.077
O -0.53591 -2.31086 0.15705  0.344
H 0.06747 1.21661 1.14788  0.064
H -0.59748 1.61001 -0.37894  0.098
H -1.70410 2.02254 1.06982  0.138
H -3.22352 -1.30971 -0.54373  0.161
H -3.42366 0.42874 -0.40511  0.056
H -2.26654 -0.01229 -1.49332  0.086
H -1.76783 -0.34626 1.62847  0.235
H 2.22003 1.78464 0.31757  0.102
H 3.54794 0.97771 -0.46953  0.073
H 2.51581 -2.15985 -0.35361  0.056
H 3.56289 -1.14517 -1.05354  0.118



In order of decreasing stability: entry b, entry a.



Entry a
C6H9N2 | wB97M-V/def2-TZVPD

Summary:
- LUMO (eV) = -4.5
- SMILES = C=N/C=C\[NH+]=C=CC
- charge = +1
- Kohn-Sham gap (eV) = 8.549

Last column: Löwdin charge in e.
CARTESIAN COORDINATES (ANGSTROEM)
C -1.74821 0.10694 -1.08454  -0.101
C -2.46707 -0.72127 -0.31181  -0.182
C 0.35948 1.15622 -0.21744  0.070
C -2.04617 -1.82838 1.69308  0.055
C 1.53033 1.19237 0.26663  -0.033
C 2.83826 0.97768 -0.53817  -0.048
N -0.84741 1.11340 -0.67297  0.104
N -2.62428 -1.00363 0.93712  0.034
H -2.00381 0.17053 -2.15412  0.128
H -3.27356 -1.24805 -1.04415  0.194
H -1.29892 -2.54804 1.66101  0.073
H -2.58018 -2.01633 2.62946  0.093
H 1.89571 1.20928 1.27740  0.138
H 3.69610 1.46196 -0.01422  0.095
H 2.91114 1.04275 -1.59624  0.066
H 3.21454 -0.10994 -0.32163  0.128
H -1.10474 2.02634 -1.06409  0.187



Entry b
C6H9N2 | wB97M-V/def2-TZVPD

Summary:
- LUMO (eV) = -4.9
- SMILES = N[C@H]1C=CC=CC1=[NH2+]
- charge = +1
- Kohn-Sham gap (eV) = 8.521

Last column: Löwdin charge in e.
CARTESIAN COORDINATES (ANGSTROEM)
C -0.99245 1.56886 0.80937  -0.072
C 0.31735 2.02194 0.45952  -0.015
C -1.39233 0.33026 0.52107  -0.021
C 1.12500 1.19351 -0.22453  -0.007
C -0.63787 -0.65681 -0.27898  -0.303
C 0.77882 -0.21320 -0.38538  -0.207
N 1.77683 -0.98620 -0.61472  0.238
N -0.66533 -2.09540 -0.12904  0.088
H -1.66846 2.34870 1.30493  0.153
H 0.59965 3.05913 0.59110  0.131
H -2.33401 -0.07890 1.01692  0.159
H 2.08545 1.42620 -0.77639  0.151
H -0.98807 -0.28292 -1.21745  0.186
H 2.63226 -0.59593 -0.35704  0.118
H 1.56267 -2.03413 -0.79642  0.196
H -0.85854 -2.36086 0.78849  0.072
H -1.34098 -2.64426 -0.71146  0.133



Entry c
C6H9N2 | wB97M-V/def2-TZVPD

Summary:
- LUMO (alpha / beta) (eV) = -5.2 / -5.2
- SMILES = C#CN/C=C\[N+](=C)C
- charge = +1
- Kohn-Sham gap (alpha / beta) (eV) = 7.658 / 7.657

Last column: Löwdin charge in e.
CARTESIAN COORDINATES (ANGSTROEM)
C 3.86256 -0.21052 -0.53994  0.173
C 2.80148 0.02484 0.00954  -0.157
C -0.60970 -0.72921 0.91356  -0.060
C 0.76721 -0.64361 0.89471  -0.039
C -1.01298 1.35987 0.04014  0.170
C -2.50788 -0.33863 -0.65958  0.061
N -1.35617 0.13090 0.16173  -0.135
N 1.49889 0.31138 0.28711  0.002
H 4.90309 -0.26066 -0.69830  0.038
H -1.01904 -1.59340 1.40185  0.131
H 1.38590 -1.29884 1.56211  0.170
H -1.37647 1.92258 -0.70300  0.094
H -0.24612 1.71085 0.66206  0.117
H -2.14479 -0.64668 -1.73157  0.164
H -3.05922 -1.14375 -0.29976  0.089
H -3.02193 0.50460 -0.87053  0.056
H 1.13516 0.90028 -0.43011  0.127



In order of decreasing stability: entry b, entry c, entry a.



Entry a
C29H36N8Sc | wB97M-V/def2-TZVPD

Summary:
- LUMO (alpha / beta) (eV) = 2.8 / 2.7
- charge = -1
- Kohn-Sham gap (alpha / beta) (eV) = 3.111 / 2.902

Last column: Löwdin charge in e.
CARTESIAN COORDINATES (ANGSTROEM)
Sc 0.78719 -0.27167 0.15497  0.887
N 3.03076 -0.03720 0.94248  -0.017
N 0.39776 1.98153 1.02681  -0.158
C -1.51483 -0.98064 -0.99083  -0.271
C -1.99921 -0.20005 0.09950  -0.251
C -1.51995 -0.77293 1.31260  -0.271
C -1.87080 -0.31389 2.68644  -0.045
H -2.80137 0.26871 2.67496  0.073
H -1.08915 0.32195 3.13090  0.061
H -2.02121 -1.17056 3.35577  0.070
C -0.78991 -1.96009 0.97913  -0.318
C -0.12375 -2.88570 1.93490  -0.055
H -0.26108 -3.93115 1.62606  0.074
H -0.52944 -2.76781 2.94779  0.068
H 0.96507 -2.70336 1.99086  0.075
C -0.83599 -2.11757 -0.45026  -0.308
C -0.51113 -3.37664 -1.18320  -0.058
H 0.50846 -3.71807 -0.95549  0.068
H -0.58605 -3.23750 -2.26942  0.070
H -1.20163 -4.19373 -0.90990  0.080
C -3.04469 0.84859 0.01393  -0.043
H -4.01361 0.47150 0.38247  0.087
H -3.20064 1.17241 -1.02023  0.068
H -2.79595 1.72687 0.62191  0.062
C -1.90701 -0.77929 -2.41189  -0.049
H -1.16689 -1.20340 -3.10153  0.059
H -1.98176 0.28991 -2.64732  0.064
H -2.88587 -1.23879 -2.63278  0.083
C 4.34932 -0.24678 0.71619  -0.194
H 4.68457 -1.28978 0.62757  0.078
C 5.26584 0.80709 0.62265  -0.119
H 6.32663 0.58668 0.49893  0.083
C 4.78778 2.11669 0.73183  -0.150
H 5.46634 2.95104 0.57574  0.076
C 3.45854 2.32756 1.06456  -0.051
H 3.04947 3.32997 1.11928  0.103
C 2.61768 1.20966 1.31148  -0.351
C 1.24269 1.31112 1.81596  -0.245
H 0.93962 1.13769 2.84284  0.093
C 0.41698 1.79129 -0.38549  -0.119
C -0.47565 3.01939 1.35337  -0.039
H -0.62461 3.33904 2.37233  0.118
C -0.78990 3.61789 0.18810  -0.081
H -1.39264 4.49457 0.02880  0.096
N -0.23614 2.87787 -0.86736  -0.005
C -0.45347 3.02125 -2.26053  -0.118
C -1.73688 3.37201 -2.71573  -0.204
C -2.05057 3.12098 -4.05774  -0.028
H -3.06679 3.31862 -4.40581  0.108
C -1.10397 2.61606 -4.94997  -0.289
C -1.46573 2.31827 -6.37443  -0.073
H -1.14234 1.31307 -6.67325  0.074
H -0.99623 3.02477 -7.06908  0.074
H -2.54706 2.39023 -6.51488  0.067
C 0.20231 2.39165 -4.48866  -0.011
H 0.98010 2.06924 -5.18915  0.112
C 0.55526 2.59777 -3.15152  -0.191
C 1.97877 2.42975 -2.71546  -0.070
H 2.43752 3.36963 -2.36277  0.089
H 2.57427 2.05468 -3.56320  0.065
H 2.08017 1.69458 -1.90250  0.036
C -2.77221 3.95227 -1.81456  -0.072
H -2.56987 5.01216 -1.59050  0.086
H -2.85016 3.40735 -0.87039  0.044
H -3.76165 3.88829 -2.27830  0.080
N 2.84279 -0.72697 -4.75550  0.063
N 2.45564 -1.36930 -3.59306  -0.297
N 3.45730 -1.99063 -2.89541  0.089
C 3.00674 -1.91458 -1.65562  -0.228
N 1.89023 -1.15277 -1.54378  -0.095
N 1.56402 -0.74404 -2.77883  0.050
H 2.04242 -0.58251 -5.36200  0.075
H 3.59582 -1.24986 -5.19012  0.074
H 3.53756 -2.35505 -0.82254  0.094



Entry b
C29H36N8Sc | wB97M-V/def2-TZVPD

Summary:
- LUMO (alpha / beta) (eV) = 2.3 / 2.3
- charge = -1
- Kohn-Sham gap (alpha / beta) (eV) = 3.950 / 3.931

Last column: Löwdin charge in e.
CARTESIAN COORDINATES (ANGSTROEM)
Sc 0.36449 -0.24492 1.15791  0.787
N -1.57380 -3.14287 3.03918  0.039
N 2.41304 -1.75293 0.07892  0.017
C 0.39323 2.29086 1.10963  -0.291
C 1.75287 1.85531 1.20458  -0.282
C 1.90144 1.13333 2.43920  -0.300
C 3.13651 0.48123 2.94553  -0.051
H 3.96543 0.60332 2.23762  0.073
H 2.99165 -0.59807 3.11008  0.076
H 3.43746 0.92313 3.90882  0.078
C 0.65471 1.20704 3.13901  -0.299
C 0.36368 0.66297 4.49203  -0.069
H 0.28761 1.47742 5.23056  0.077
H 1.14568 -0.03103 4.81872  0.070
H -0.58842 0.11324 4.49881  0.072
C -0.26245 1.95779 2.33685  -0.290
C -1.56610 2.49656 2.81776  -0.051
H -2.10174 1.76036 3.43139  0.070
H -2.21266 2.78363 1.97968  0.067
H -1.39855 3.39315 3.44155  0.085
C 2.87714 2.29734 0.33538  -0.045
H 3.55015 2.97871 0.88542  0.085
H 2.51105 2.83699 -0.54642  0.063
H 3.48273 1.44925 -0.01390  0.072
C -0.19466 3.07052 -0.01555  -0.052
H -1.22795 2.75261 -0.22227  0.059
H 0.37369 2.91405 -0.94283  0.064
H -0.20954 4.15235 0.20991  0.083
C -2.44353 -4.08383 2.72141  -0.217
H -3.29017 -4.22948 3.40452  0.084
C -2.33621 -4.89685 1.57077  -0.141
H -3.13681 -5.59518 1.34385  0.066
C -1.18324 -4.78157 0.78799  -0.127
H -1.06110 -5.36891 -0.11834  0.085
C -0.18583 -3.89659 1.18060  -0.062
H 0.77208 -3.77697 0.67886  0.082
C -0.41897 -3.00386 2.29244  -0.445
C 0.36296 -1.86619 2.54473  -0.188
H 0.84461 -1.87311 3.53027  0.003
C 1.48780 -1.03019 -0.53377  -0.294
C 3.40696 -2.08224 -0.83662  -0.151
H 4.25742 -2.68578 -0.58029  0.077
C 3.08036 -1.53447 -2.04981  -0.105
H 3.56841 -1.57720 -3.01266  0.101
N 1.85062 -0.90717 -1.87308  -0.069
C 1.05740 -0.15890 -2.77121  -0.128
C 1.57893 1.01107 -3.35087  -0.192
C 0.67992 1.88786 -3.97923  -0.019
H 1.05489 2.83361 -4.37790  0.113
C -0.67573 1.56550 -4.10457  -0.283
C -1.60404 2.41907 -4.91664  -0.070
H -2.49753 2.68176 -4.33554  0.073
H -1.94547 1.88417 -5.81519  0.080
H -1.10119 3.33765 -5.23564  0.070
C -1.16931 0.41749 -3.47363  -0.022
H -2.23764 0.19423 -3.50918  0.109
C -0.31469 -0.46915 -2.81569  -0.199
C -0.83483 -1.74579 -2.23910  -0.051
H -0.74907 -2.58419 -2.94709  0.093
H -1.88452 -1.61995 -1.95616  0.059
H -0.28854 -2.04043 -1.33210  0.048
C 3.03247 1.36421 -3.26841  -0.052
H 3.57255 1.08811 -4.18765  0.084
H 3.54253 0.87865 -2.43071  0.059
H 3.14403 2.45132 -3.14975  0.078
N -4.66517 -0.11183 -1.09432  0.101
N -3.75017 0.09164 -0.07363  -0.235
N -4.00957 -0.55170 1.10658  0.138
C -2.79033 -0.66525 1.61725  -0.164
N -1.81752 -0.24399 0.78254  -0.010
N -2.42293 0.17267 -0.35102  0.131
H -4.56496 0.56269 -1.84408  0.090
H -5.59750 -0.18379 -0.69684  0.094
H -2.58401 -1.09845 2.59132  0.104



In order of decreasing stability: entry b, entry a.



Entry a
C2H7NO3 | wB97M-V/def2-TZVPD

Summary:
- LUMO (eV) = 0.7
- SMILES = O=CO.NCO
- Kohn-Sham gap (eV) = 10.679

Last column: Löwdin charge in e.
CARTESIAN COORDINATES (ANGSTROEM)
N -0.43981 0.22426 1.33379  0.018
C -0.83698 1.32861 0.48918  -0.358
O 0.06724 1.48190 -0.58458  -0.060
H 0.45668 0.37646 1.79042  0.086
H -1.13269 0.09281 2.05852  0.078
H -1.80342 1.10830 0.01683  0.123
H -0.91025 2.28679 1.02523  0.111
H 0.95005 1.60674 -0.22328  0.088
O 1.75294 -1.76807 -0.33726  0.041
C 1.05527 -1.89898 -1.30765  -0.410
O -0.20766 -1.51586 -1.41351  0.075
H 1.48849 -2.34660 -2.21045  0.136
H -0.43986 -0.97636 -0.63725  0.073



Entry b
C2H7NO3 | wB97M-V/def2-TZVPD

Summary:
- LUMO (eV) = 0.5
- SMILES = O=CO.NCO
- Kohn-Sham gap (eV) = 10.760

Last column: Löwdin charge in e.
CARTESIAN COORDINATES (ANGSTROEM)
N 0.59927 0.03007 -1.06244  0.013
C 1.41463 0.30912 0.11040  -0.344
O 1.31720 -0.69793 1.08096  -0.052
H 0.14084 0.82888 -1.48894  0.092
H 1.21056 -0.23409 -1.83550  0.087
H 2.47837 0.56224 -0.02928  0.121
H 0.95402 1.22222 0.50627  0.119
H 1.70179 -1.50719 0.71937  0.096
O -3.07620 0.63026 -0.19977  0.057
C -2.27519 0.13371 0.55285  -0.417
O -1.60097 -0.98920 0.34685  0.029
H -2.08523 0.70164 1.48259  0.134
H -0.77908 -0.98973 -0.18335  0.063



Entry c
C2H7NO3 | wB97M-V/def2-TZVPD

Summary:
- LUMO (eV) = 0.4
- SMILES = NCC(=O)O.O
- Kohn-Sham gap (eV) = 10.229

Last column: Löwdin charge in e.
CARTESIAN COORDINATES (ANGSTROEM)
O 0.28802 1.47560 2.11934  0.118
C 0.03336 0.98781 1.06687  -0.514
O -1.06403 0.20191 0.86259  0.092
C 0.84730 1.25119 -0.21077  -0.185
N 0.74699 0.31345 -1.30738  0.010
H -1.48665 0.23748 1.71314  0.107
H 1.89283 1.35083 0.06794  0.125
H 0.50304 2.26109 -0.46094  0.127
H 1.36958 -0.45402 -1.08355  0.071
H -0.19309 -0.04869 -1.47691  0.070
H -0.37390 -2.18818 -0.79419  -0.008
H -1.44065 -2.61999 0.20340  0.037
O -1.12282 -2.76848 -0.69955  -0.051



Entry d
C2H7NO3 | wB97M-V/def2-TZVPD

Summary:
- LUMO (eV) = -3.7
- Kohn-Sham gap (eV) = 4.326

Last column: Löwdin charge in e.
CARTESIAN COORDINATES (ANGSTROEM)
O 1.22670 -1.58085 0.92327  0.086
C 0.63834 -0.84969 0.22913  0.077
N -1.29851 2.77729 -0.12358  0.093
C -1.26976 1.45871 0.21081  -0.502
O -2.32509 0.65334 -0.37108  -0.065
H 1.23410 -0.18001 -0.43143  0.104
H -1.54854 3.42260 0.62131  0.033
H -0.35963 1.01080 -0.25093  0.056
H -1.20597 1.15374 1.26377  0.105
H -2.87091 1.29400 -0.85322  0.078
H 2.42880 -2.45594 0.11353  -0.035
H 2.39105 -3.58378 -0.97561  0.034
O 2.95941 -3.12023 -0.35597  -0.064



In order of decreasing stability: entry c, entry a, entry b, entry d.